# 1
The following is a quantum chemistry calculation of a molecular structure, C20H38AsN2O7PtSSi, from the OMol25 dataset.

Each line ends with the Löwdin charge.
Element x y z (Å)
Pt: 0.8158 -0.8741 -0.0501  0.884
O: 2.7513 -4.3472 1.5720  -0.242
As: 1.2138 -3.5780 1.3154  0.875
O: 0.0199 -4.6456 1.5928  -0.455
O: 1.1924 -2.8435 -0.2357  -0.601
C: 1.1780 -2.1556 2.6599  -0.252
C: 0.0918 -2.2454 3.5218  -0.099
C: -0.0979 -1.3098 4.5310  -0.083
C: 0.8199 -0.2891 4.6999  -0.086
C: 1.9237 -0.2041 3.8598  -0.080
C: 2.1044 -1.1246 2.8394  -0.277
S: 3.5952 -0.9471 1.8544  0.461
O: 4.3363 -2.1847 2.0702  -0.332
O: 4.2483 0.2473 2.3470  -0.335
O: 3.1471 -0.8198 0.4501  -0.424
H: 3.4577 -3.6653 1.5487  -0.001
H: -0.6060 -3.0620 3.3746  0.094
H: -0.9600 -1.3853 5.1823  0.098
H: 0.6881 0.4400 5.4904  0.098
H: 2.6693 0.5684 3.9877  0.102
C: 0.5310 3.1237 2.1456  -0.034
N: 1.0435 3.3819 0.8065  -0.138
C: 0.4435 4.5384 0.1572  -0.067
C: 1.3827 2.2717 0.0574  -0.482
O: 1.0658 1.1535 0.4871  -0.138
N: 2.1293 2.4814 -1.0482  -0.101
C: 2.4376 1.4011 -1.9760  -0.051
C: 2.9624 3.6631 -1.1975  -0.046
H: 0.6985 4.0140 2.7534  0.091
H: 1.0552 2.2802 2.5877  0.083
H: -0.5392 2.8959 2.1344  0.091
H: -0.6062 4.6163 0.4533  0.086
H: 0.4696 4.4340 -0.9239  0.082
H: 0.9551 5.4623 0.4387  0.087
H: 1.7790 0.5518 -1.8111  0.033
H: 3.4624 1.0597 -1.8279  0.099
H: 2.3080 1.7676 -2.9971  0.097
H: 3.1316 4.1319 -0.2310  0.095
H: 2.5304 4.3974 -1.8826  0.085
H: 3.9240 3.3472 -1.6015  0.091
C: -2.5529 -1.0618 0.7588  -0.196
Si: -1.4009 -0.9149 -0.7433  0.591
C: -1.9284 0.7687 -1.5832  -0.623
C: -3.3678 0.8024 -2.1138  -0.108
C: -0.9755 1.1286 -2.7256  -0.097
C: -1.8693 1.8705 -0.5180  -0.118
C: -1.7620 -2.4447 -1.8831  -0.634
C: -3.0763 -2.3689 -2.6698  -0.116
C: -0.6241 -2.6501 -2.8903  -0.114
C: -1.8665 -3.6907 -0.9958  -0.115
H: -3.6073 -1.1609 0.4834  0.026
H: -2.4491 -0.1942 1.4141  0.016
H: -2.2723 -1.9407 1.3433  0.017
H: -3.5072 0.2038 -3.0078  0.051
H: -3.6284 1.8374 -2.3728  0.078
H: -4.0860 0.4638 -1.3636  0.074
H: -1.0740 0.4314 -3.5607  0.071
H: 0.0682 1.1041 -2.4007  0.030
H: -1.1919 2.1361 -3.1065  0.082
H: -2.6739 1.7522 0.2108  0.076
H: -1.9962 2.8533 -0.9924  0.080
H: -0.9311 1.8623 0.0318  0.038
H: -3.0142 -1.6783 -3.5110  0.059
H: -3.9273 -2.0804 -2.0480  0.073
H: -3.2957 -3.3595 -3.0864  0.077
H: -0.5366 -1.8076 -3.5828  0.061
H: -0.8192 -3.5494 -3.4887  0.080
H: 0.3319 -2.7836 -2.3850  0.047
H: -2.7328 -3.6382 -0.3317  0.075
H: -0.9882 -3.8649 -0.3824  0.027
H: -1.9983 -4.5734 -1.6347  0.084

Computed properties:
LUMO   2.24 eV
HOMO energy   -5.49 eV
Relative energy (zero: lowest compared OMol25 entry of this formula, charge and spin)   15.3 kcal/mol
Max |F|   0.76 eV/A
DFT total energy   -121471.3685 eV
Charge   -1
Frontier orbital gap   7.73 eV
Spin multiplicity   1

***

# 2
The following is a quantum chemistry calculation of 13 unconnected molecules or ions with the total composition C20H38Cl24IN2O in a non-equilibrium geometry, from the OMol25 dataset.

Each line ends with the Löwdin charge.
Element x y z (Å)
C: -5.1412 -1.4649 -2.5044  -0.076
C: -4.0625 -0.6515 -3.2242  -0.228
O: -2.7318 -0.8240 -2.6683  -0.086
N: -2.3190 -2.1129 -2.7141  -0.033
C: -2.3148 -2.8833 -3.8565  0.031
C: -1.8314 -4.1142 -3.4996  0.008
N: -1.5530 -4.0013 -2.1553  0.151
C: -1.8454 -2.7963 -1.6674  -0.228
C: -1.5891 -2.4200 -0.2341  -0.615
I: -2.9987 -1.0237 0.5866  1.036
C: -0.1655 -1.8380 -0.0830  -0.343
C: 0.0306 -0.4520 -0.7647  -0.131
H: -5.1016 -1.2611 -1.4344  0.005
H: -4.9785 -2.5389 -2.6311  0.077
H: -6.1206 -1.1439 -2.8595  0.081
H: -4.1009 -0.8395 -4.3008  0.025
H: -4.2820 0.4080 -3.0863  0.102
H: -2.6174 -2.5703 -4.8400  0.144
H: -1.6655 -4.9989 -4.0865  0.135
H: -1.1509 -4.7502 -1.6128  0.170
H: -1.6572 -3.3367 0.3554  0.058
H: 0.0104 -1.6898 0.9860  0.019
H: 0.5518 -2.5521 -0.4962  0.107
H: 0.1473 0.3344 -0.0210  0.066
H: -0.7961 -0.1978 -1.4313  0.047
H: 0.9441 -0.5309 -1.3566  0.012
C: -6.2637 -0.1875 3.3339  -1.013
Cl: -7.9305 -0.6487 2.9885  0.526
Cl: -5.7572 1.2080 2.3664  0.513
H: -6.1808 0.0720 4.3828  0.030
H: -5.6138 -1.0237 3.1012  0.006
C: 3.2442 1.9900 -0.0433  -1.037
Cl: 3.1038 0.7945 -1.3421  0.557
Cl: 1.9216 3.1573 -0.1020  0.492
H: 3.2087 1.4735 0.9083  -0.040
H: 4.1830 2.5133 -0.1479  -0.046
C: 2.5201 -2.9843 2.8297  -0.996
Cl: 0.8421 -3.4358 2.4916  0.544
Cl: 3.0096 -1.5587 1.9059  0.495
H: 2.6121 -2.7625 3.8865  0.034
H: 3.1635 -3.8149 2.5648  0.008
C: 3.4244 3.4608 3.8122  -0.991
Cl: 2.0950 2.5107 3.1301  0.522
Cl: 4.7671 3.6315 2.6697  0.525
H: 3.0545 4.4490 4.0609  0.032
H: 3.7889 2.9589 4.7026  -0.077
C: 5.8156 2.9767 -3.8574  -0.996
Cl: 5.9224 2.6844 -2.1148  0.534
Cl: 4.1407 2.9733 -4.4175  0.508
H: 6.2548 3.9435 -4.0734  0.028
H: 6.3586 2.1934 -4.3735  0.026
C: 4.6937 3.3336 8.1341  -0.999
Cl: 4.5942 2.1472 6.8240  0.545
Cl: 3.3607 4.4898 8.0639  0.515
H: 4.6529 2.8080 9.0808  0.027
H: 5.6293 3.8726 8.0429  0.028
C: -6.3926 3.2957 -0.4876  -1.029
Cl: -6.4489 2.0277 -1.7265  0.503
Cl: -7.7024 4.4594 -0.6866  0.529
H: -6.4838 2.8273 0.4864  -0.051
H: -5.4455 3.8173 -0.5693  0.028
C: -1.3384 -6.6716 3.0176  -0.999
Cl: 0.1052 -6.2837 3.9523  0.505
Cl: -1.0980 -6.3815 1.2807  0.474
H: -1.5793 -7.7182 3.1611  0.030
H: -2.1555 -6.0482 3.3612  0.028
C: 5.7201 -1.4256 -2.0230  -1.059
Cl: 6.8668 -1.9248 -3.2719  0.511
Cl: 4.7890 -2.7971 -1.4010  0.484
H: 6.2700 -0.9801 -1.2019  0.026
H: 5.0353 -0.7028 -2.4473  -0.039
C: -0.3117 6.3113 -1.2653  -1.032
Cl: -1.5093 7.5709 -1.5784  0.511
Cl: -1.0704 4.8031 -0.7365  0.473
H: 0.2404 6.1195 -2.1780  0.026
H: 0.3594 6.6531 -0.4859  0.026
C: -5.7211 1.6638 -6.3673  -0.987
Cl: -4.4589 0.4190 -6.3596  0.547
Cl: -7.1777 1.1087 -5.5394  0.514
H: -5.3428 2.5425 -5.8579  0.030
H: -5.9674 1.9010 -7.3955  0.029
C: 6.8456 -1.5297 3.4752  -0.991
Cl: 6.0838 0.0435 3.2142  0.495
Cl: 5.7740 -2.8642 3.0238  0.529
H: 7.7439 -1.5878 2.8720  0.029
H: 7.0935 -1.6247 4.5258  0.028

Computed properties:
LUMO   -2.33 eV
HOMO energy   -12.10 eV
Max |F|   1.60 eV/A
DFT total energy   -335015.5414 eV
Charge   +1
Frontier orbital gap   9.77 eV
Spin multiplicity   1

***

# 3
The following is a quantum chemistry calculation of a molecular structure, C20H38CoN2O8Zn in a non-equilibrium geometry, from the OMol25 dataset.

Each line ends with the natural charge from an NBO analysis.
Element x y z (Å)
Co: 10.1206 -25.6228 5.1261  1.576
Zn: 11.5647 -23.2306 6.6955  1.692
C: 12.3104 -24.3970 4.4765  0.998
O: 12.0318 -25.6676 4.3624  -0.837
O: 13.0468 -23.9415 5.4090  -0.817
O: 11.1045 -23.8854 4.7432  -0.979
C: 10.6287 -24.9882 8.4264  0.917
O: 9.5249 -25.1344 9.0006  -0.612
O: 11.2346 -23.8388 8.6664  -0.884
O: 10.5383 -25.0070 7.0862  -1.099
C: 16.3107 -24.6481 3.8528  -0.596
C: 16.5889 -23.2686 3.2099  0.107
C: 16.5380 -23.4976 1.6922  -0.396
C: 16.3026 -22.2758 0.8055  -0.396
C: 15.1255 -21.4737 1.3674  -0.402
C: 15.1900 -21.1775 2.8715  0.117
N: 15.5801 -22.3325 3.6574  -0.216
O: 15.3561 -22.2272 5.0274  -0.581
C: 16.1708 -19.9997 3.1294  -0.644
C: 13.7861 -20.6806 3.2857  -0.605
C: 17.9945 -22.8557 3.6637  -0.651
H: 15.3012 -25.0202 3.6698  0.205
H: 16.4336 -24.5791 4.9341  0.223
H: 17.0128 -25.3867 3.4638  0.204
H: 17.5098 -23.8615 1.3492  0.216
H: 15.7880 -24.2561 1.4571  0.202
H: 16.1464 -22.5792 -0.2323  0.210
H: 17.1986 -21.6529 0.6982  0.194
H: 14.2934 -22.1168 1.0511  0.200
H: 14.9425 -20.5473 0.8192  0.212
H: 17.1097 -20.0962 2.5735  0.203
H: 15.7970 -19.0132 2.8505  0.204
H: 16.4825 -20.0284 4.1744  0.223
H: 13.1917 -21.5799 3.4624  0.201
H: 13.8212 -19.9893 4.1271  0.214
H: 13.3080 -20.1058 2.4908  0.211
H: 17.8691 -22.3119 4.6056  0.222
H: 18.5769 -22.1419 3.0702  0.207
H: 18.7260 -23.6456 3.8478  0.211
H: 14.4723 -22.6097 5.1108  0.492
C: 9.0780 -28.8490 1.6114  -0.648
C: 8.9678 -27.9521 2.8495  0.142
C: 7.7450 -28.4662 3.6543  -0.411
C: 8.0549 -29.7618 4.3866  -0.411
C: 9.2285 -29.5273 5.3248  -0.396
C: 10.5066 -29.0186 4.6596  0.084
N: 10.1858 -27.9666 3.6899  -0.237
O: 11.2737 -27.5433 2.9058  -0.612
C: 11.2134 -28.4199 5.8896  -0.601
C: 11.3041 -30.1754 4.0569  -0.646
C: 8.6945 -26.4803 2.4508  -0.593
H: 9.4937 -29.7881 1.9836  0.214
H: 9.8326 -28.5466 0.8861  0.233
H: 8.0981 -29.0347 1.1803  0.216
H: 7.4340 -27.7160 4.3897  0.196
H: 6.9173 -28.6235 2.9623  0.220
H: 8.2140 -30.5700 3.6633  0.202
H: 7.2227 -30.1969 4.9463  0.222
H: 9.4254 -30.4996 5.7788  0.227
H: 8.8411 -28.8334 6.0745  0.208
H: 11.3919 -29.0753 6.7431  0.238
H: 12.2499 -28.1379 5.6566  0.226
H: 10.7777 -27.5011 6.2655  0.176
H: 11.7829 -30.8570 4.7552  0.227
H: 10.6576 -30.8014 3.4277  0.206
H: 11.9765 -29.8639 3.2553  0.242
H: 8.4970 -25.9356 3.3825  0.146
H: 7.8082 -26.4752 1.8195  0.230
H: 9.5951 -26.1224 1.9585  0.242
H: 11.7685 -26.8867 3.4326  0.507

Computed properties:
LUMO (spin up / spin down)   -1.54 / -1.66 eV
HOMO energy (spin up / spin down)   -7.81 / -7.81 eV
Relative energy (zero: lowest compared OMol25 entry of this formula, charge and spin)   6.3 kcal/mol
Max |F|   9.72 eV/A
DFT total energy   -126754.7516 eV
Frontier orbital gap (spin up / spin down)   6.27 / 6.15 eV
Spin multiplicity   4